No. 1
The following is a DFT calculation (the ωB97M-V functional and the def2-TZVPD basis) of a molecular structure, C5H9B4F2O8 in a non-equilibrium geometry.

```
28
C5H9B4F2O8 | the Open Molecules 2025 dataset | the ωB97M-V functional and the def2-TZVPD basis
H 0.04 0.28 -0.44
O 0.76 -0.31 5.18
O -1.75 2.30 -1.10
O 0.59 -1.71 -3.09
F 1.09 -3.67 -4.32
H 2.84 0.59 4.86
O -0.37 -0.63 2.98
O -2.13 -0.84 -5.02
B 1.92 -0.03 4.44
F -0.27 -3.82 -2.47
O -1.08 -2.72 -4.41
H 0.26 2.76 -0.71
C -1.25 -1.41 -4.43
H -1.18 0.55 0.83
B 0.10 -3.02 -3.56
C 0.79 1.16 1.43
O -0.06 0.41 -3.39
C -0.19 -0.77 -3.59
H -1.39 -0.84 4.93
H 0.51 2.08 1.97
H 1.77 1.33 0.98
C -0.31 0.97 0.32
B -0.37 -0.60 4.38
O 2.02 -0.47 3.10
C -0.64 2.38 -0.21
H -0.92 3.05 0.61
H -1.60 2.95 -1.77
B 0.81 0.00 2.50
```

Output
Frontier orbital gap = 8.740 eV
Charge = -1
HOMO energy = -6.5 eV
E_LUMO = 2.1961 eV
Total energy = -1097.5669 hartree

=====

No. 2
The following is a DFT calculation (the ωB97M-V functional and the def2-TZVPD basis) of 2 unconnected molecules or ions with the total composition C5H14 in a non-equilibrium geometry.

```
19
C5H14 | the Open Molecules 2025 dataset | the ωB97M-V functional and the def2-TZVPD basis
H -1.34 -0.21 2.37
C -0.40 1.59 0.00
H 0.61 -0.57 -2.11
C -1.84 0.73 2.03
H 1.11 -1.92 -3.18
H -0.86 2.70 1.86
C 1.91 -2.02 -1.06
C 0.77 -1.68 -2.05
H -0.18 -2.16 -1.86
C -0.63 1.58 1.42
H -2.55 1.28 2.82
H 0.21 0.70 -0.30
H 0.30 2.58 -0.13
H -1.35 1.80 -0.61
H 2.24 -3.09 -1.01
H 1.58 -1.81 -0.05
H 0.12 1.45 2.06
H 2.73 -1.36 -1.30
H -2.42 0.41 1.10
```

Output
Frontier orbital gap = 11.448 eV
ΔE to the lowest compared entry with this formula, charge and spin = 1.906 eV
SMILES = CCC.CC
HOMO energy = -10.4 eV
E_LUMO = 1.0301 eV
Total energy = -198.8191 hartree

=====

No. 3
The following is a DFT calculation (the ωB97M-V functional and the def2-TZVPD basis) of a single C4H10N2O2 molecule in a non-equilibrium geometry.

```
18
C4H10N2O2 | the Open Molecules 2025 dataset | the ωB97M-V functional and the def2-TZVPD basis
C 0.62 -1.19 0.20
H -0.42 0.56 -1.86
H -0.72 2.05 -0.99
H 1.49 -0.79 -1.64
C -0.09 1.16 -1.02
O -1.54 -0.02 0.50
N 1.58 -1.26 -0.76
H -1.05 -1.68 -0.34
H 0.09 0.55 2.39
H -0.36 2.08 1.63
O 0.71 -1.82 1.23
H 2.30 -1.96 -0.67
N -1.93 -0.95 -0.50
C -0.25 0.41 0.29
C 0.22 1.17 1.51
H -2.86 -1.22 -0.19
H 0.95 1.47 -1.16
H 1.27 1.43 1.39
```

Output
Frontier orbital gap = 9.627 eV
ΔE to the lowest compared entry with this formula, charge and spin = 4.041 eV
SMILES = CC(C)(ON)C(N)=O
HOMO energy = -8.8 eV
E_LUMO = 0.8166 eV
Total energy = -418.3125 hartree

=====

No. 4
The following is a DFT calculation (the ωB97M-V functional and the def2-TZVPD basis) of 2 unconnected molecules or ions with the total composition C11H15NO in a non-equilibrium geometry.

```
28
C11H15NO | the Open Molecules 2025 dataset | the ωB97M-V functional and the def2-TZVPD basis
H -0.08 -3.17 -1.50
C -2.20 1.41 -1.81
H 2.57 0.78 2.35
H -0.21 -2.88 0.98
H 1.87 3.15 2.09
H 0.89 -1.02 1.56
C 0.57 -3.38 0.53
C -0.12 0.32 0.27
O 1.05 -4.43 1.28
H -1.54 4.23 -1.75
H 1.82 -4.24 1.79
H -2.12 0.28 -1.68
C -1.30 2.20 -0.96
N -0.11 3.93 -0.05
H -0.68 -0.46 -0.28
C 0.74 -0.03 1.27
C 0.39 2.67 0.52
C 0.26 -4.02 -0.83
C 1.38 2.27 1.44
H -0.56 -4.72 -0.86
C 1.63 0.95 1.75
H 0.05 4.79 0.37
C -1.22 3.54 -0.93
H -2.03 1.64 -2.93
H 1.36 -2.66 0.37
H 1.15 -4.39 -1.30
H -3.29 1.65 -1.53
C -0.27 1.60 -0.15
```

Output
Frontier orbital gap = 8.804 eV
ΔE to the lowest compared entry with this formula, charge and spin = 1.936 eV
SMILES = Cc1c[nH]c2ccccc12.CCO
HOMO energy = -8.0 eV
E_LUMO = 0.7893 eV
Total energy = -558.0747 hartree

=====

No. 5
The following is a DFT calculation (the ωB97M-V functional and the def2-TZVPD basis) of 2 unconnected molecules or ions with the total composition C4H12OS in a non-equilibrium geometry.

```
18
C4H12OS | the Open Molecules 2025 dataset | the ωB97M-V functional and the def2-TZVPD basis
H 0.90 0.37 2.46
H 1.81 1.71 0.81
C 0.72 1.65 0.75
H -0.85 0.87 2.05
H -0.37 -2.90 0.91
C 0.20 1.14 2.11
H 0.48 -0.37 0.22
H 0.25 2.59 0.48
O 0.29 -2.83 0.22
H 0.22 1.96 2.84
H 0.05 -0.75 -2.41
H -0.13 -2.47 -0.59
H -1.55 -1.69 -2.07
C -1.03 -0.76 -2.25
S -1.19 0.51 -0.91
H -1.49 -0.29 -3.11
H 1.19 0.68 -1.18
C 0.51 0.58 -0.34
```

Output
Frontier orbital gap = 9.255 eV
ΔE to the lowest compared entry with this formula, charge and spin = 0.787 eV
SMILES = CCCSC.O
HOMO energy = -8.4 eV
E_LUMO = 0.8259 eV
Total energy = -632.9982 hartree

=====

No. 6
The following is a DFT calculation (the ωB97M-V functional and the def2-TZVPD basis) of a gas-phase ion, C3H7O (charge -1) in a non-equilibrium geometry.

```
11
C3H7O | the Open Molecules 2025 dataset | the ωB97M-V functional and the def2-TZVPD basis
C -0.29 -0.53 0.22
O 2.01 -1.42 -0.08
H -0.52 1.48 0.55
H -0.24 -1.16 1.10
H 1.32 0.13 -1.24
H -1.29 0.91 -0.98
H 1.66 0.59 0.44
H -0.57 -1.21 -0.55
C 1.21 -0.21 -0.21
H -2.12 0.72 0.65
C -1.16 0.69 0.11
```

Output
Frontier orbital gap = 6.190 eV
ΔE to the lowest compared entry with this formula, charge and spin = 0.966 eV
SMILES = CCC[O-]
Charge = -1
HOMO energy = -1.8 eV
E_LUMO = 4.3762 eV
Total energy = -193.6955 hartree

=====

No. 7
The following is a DFT calculation (the ωB97M-V functional and the def2-TZVPD basis) of a molecular structure, C24H31ClN4O4S in a non-equilibrium geometry.

```
65
C24H31ClN4O4S | the Open Molecules 2025 dataset | the ωB97M-V functional and the def2-TZVPD basis
H -0.11 1.35 -3.73
C -2.00 2.12 3.69
C -1.88 -0.33 4.60
O 0.22 3.29 3.41
C 1.30 5.10 2.06
H 2.31 0.27 1.96
H -1.26 -1.11 5.10
Cl 1.65 6.09 3.53
H 2.36 1.80 -1.87
C 0.44 0.63 0.70
C 1.70 5.69 0.74
C 0.80 -0.34 -2.67
O -0.37 1.77 1.07
C 1.53 2.19 -2.54
S 2.41 6.91 -1.25
H 0.82 -2.35 -0.27
C -1.29 1.00 4.35
C -1.78 -4.95 -2.46
H -3.70 -1.58 4.33
C -0.83 -7.21 -2.27
C 1.70 -2.11 0.38
C -3.28 -0.56 4.16
H -0.14 -0.24 -2.04
H -0.27 -0.16 0.31
H 1.18 0.87 -0.12
H 0.62 -1.19 -4.49
H 1.99 2.94 -3.26
H 0.06 -1.96 1.97
H 2.30 -1.25 -0.02
O -1.75 4.51 3.31
N 1.73 5.45 -1.76
C -4.02 0.56 3.53
H -0.03 -7.42 -1.57
H -0.27 3.45 -2.46
H -4.01 2.72 2.81
C 0.28 2.99 0.87
H 0.18 -4.95 -4.32
H 1.67 -0.44 -1.96
C 1.22 -0.03 1.92
H -5.07 0.35 3.20
H -0.36 1.89 -1.46
H -0.72 -7.84 -3.15
N 2.34 6.89 0.43
C -3.40 1.90 3.29
H 0.87 -4.52 -2.75
C 0.29 2.77 -1.74
C 1.37 4.90 -0.53
H 1.50 0.91 -4.45
C 1.13 -1.62 1.81
C 0.44 -5.34 -3.34
N -0.76 -5.82 -2.68
C -1.21 3.44 3.46
C 0.95 1.01 -3.48
H 1.17 -6.14 -3.44
O -1.79 -3.78 -2.78
H 0.78 0.26 2.92
H -1.79 -7.42 -1.79
H 1.77 -2.03 2.64
C 0.66 3.55 -0.43
C 0.62 3.80 2.14
H -0.23 1.18 4.68
H -2.65 -5.42 -1.96
N 0.59 -1.55 -3.53
H 2.37 -2.99 0.59
H -0.37 -1.88 -3.39
```

Output
Frontier orbital gap = 7.520 eV
HOMO energy = -8.5 eV
E_LUMO = -0.9828 eV
Total energy = -2311.3113 hartree

=====

No. 8
The following is a DFT calculation (the ωB97M-V functional and the def2-TZVPD basis) of 2 unconnected molecules or ions with the total composition C3H9N3O in a non-equilibrium geometry.

```
16
C3H9N3O | the Open Molecules 2025 dataset | the ωB97M-V functional and the def2-TZVPD basis
H -0.67 -0.12 -1.08
H -0.64 1.43 -0.50
C -2.74 0.39 -0.35
H 3.89 0.80 -1.08
N 2.13 -1.38 -0.43
H -3.02 -0.41 -0.99
C -1.14 0.50 -0.36
H -3.08 0.42 0.66
H -0.85 -2.04 0.82
N -0.74 0.08 1.00
N 2.94 -0.60 -0.22
O -1.14 -1.32 1.37
H 0.26 0.07 1.24
C 3.80 0.30 -0.14
H -3.27 1.22 -0.72
H 4.27 0.65 0.77
```

Output
Frontier orbital gap = 9.630 eV
ΔE to the lowest compared entry with this formula, charge and spin = 5.614 eV
HOMO energy = -9.0 eV
E_LUMO = 0.6213 eV
Total energy = -359.0381 hartree

=====

No. 9
The following is a DFT calculation (the ωB97M-V functional and the def2-TZVPD basis) of 2 unconnected molecules or ions with the total composition C19H31NO3 in a non-equilibrium geometry.

```
54
C19H31NO3 | the Open Molecules 2025 dataset | the ωB97M-V functional and the def2-TZVPD basis
H -0.64 1.88 1.33
C -2.74 -3.21 -0.76
H 3.05 -3.20 0.03
H 3.37 0.04 -1.49
C -2.85 -1.85 0.20
H 0.97 2.77 2.91
H 0.27 0.88 -2.76
H -0.23 1.57 -1.08
H 2.21 -0.09 -2.97
H 4.14 -3.56 -1.47
C -0.34 4.00 4.11
C -0.52 -4.39 -2.87
N -1.91 -4.20 -3.06
C 2.46 -2.07 -1.87
H 4.40 -1.88 -0.49
C -0.94 2.75 1.92
C -1.82 -1.41 -2.59
H 0.52 -4.37 -0.78
H -0.84 5.50 2.63
C 0.44 -3.75 -4.06
H 1.41 -2.54 -1.62
H 0.33 3.91 4.98
H 1.37 6.62 2.57
C 2.33 -0.42 -1.86
C 1.28 5.61 2.98
H 0.73 -6.06 -1.74
O 1.31 0.10 -0.94
C -1.57 -0.78 0.00
H -0.40 6.14 4.20
H 1.99 5.52 3.81
H 1.56 4.91 2.19
H -2.99 2.57 1.25
H 0.56 -2.58 -3.88
O -3.86 -1.63 1.04
H -0.94 -5.55 -0.93
C -2.17 -2.99 -2.13
H -3.06 -4.29 -0.39
H -0.75 3.63 1.30
H 2.72 -2.42 -2.98
H -1.36 3.94 4.51
H -0.27 1.88 3.77
C -2.43 2.64 2.20
C -1.09 -0.52 -1.38
C -0.09 2.79 3.19
C 0.11 0.57 -1.64
O -2.11 -0.94 -3.81
C 3.62 -2.67 -0.88
H -0.05 -3.86 -5.12
H -2.66 1.75 2.79
H -1.06 -0.22 0.92
C -0.15 5.37 3.46
H -2.81 3.52 2.73
C 0.02 -5.15 -1.52
H 1.48 -4.27 -3.95
```

Output
Frontier orbital gap = 6.974 eV
ΔE to the lowest compared entry with this formula, charge and spin = 14.432 eV
SMILES = CCCOCC1=CC(=O)C=C(N=C(C)C)C1=O.CCCCCC
HOMO energy = -8.4 eV
E_LUMO = -1.4479 eV
Total energy = -1022.5783 hartree

=====

No. 10
The following is a DFT calculation (the ωB97M-V functional and the def2-TZVPD basis) of a single C2H3N3O molecule in a non-equilibrium geometry.

```
9
C2H3N3O | the Open Molecules 2025 dataset | the ωB97M-V functional and the def2-TZVPD basis
H 0.87 0.27 1.43
H 0.44 1.90 1.22
C -0.10 -0.63 -0.84
O -0.16 1.70 -1.14
N -0.49 -1.58 -0.04
N -0.84 -2.40 0.65
H -0.05 -0.86 -1.89
N 0.27 0.94 0.97
C 0.01 0.77 -0.37
```

Output
Frontier orbital gap = 9.560 eV
ΔE to the lowest compared entry with this formula, charge and spin = 1.308 eV
HOMO energy = -9.2 eV
E_LUMO = 0.3745 eV
Total energy = -317.4842 hartree

=====

No. 11
The following is a DFT calculation (the ωB97M-V functional and the def2-TZVPD basis) of 2 unconnected molecules or ions with the total composition C2H8S2 in a non-equilibrium geometry.

```
12
C2H8S2 | the Open Molecules 2025 dataset | the ωB97M-V functional and the def2-TZVPD basis
H 1.25 1.89 -1.46
H 1.34 0.26 -0.72
C -1.26 -0.64 2.09
S 1.89 0.47 -3.28
H -0.42 -0.58 2.81
H -1.83 0.30 2.13
H 0.85 1.14 -3.81
H -3.32 -1.96 1.54
H -0.85 -0.77 1.08
C 1.78 0.92 -1.49
H 2.84 1.10 -1.24
S -2.26 -2.13 2.36
```

Output
Frontier orbital gap = 9.763 eV
ΔE to the lowest compared entry with this formula, charge and spin = 0.681 eV
SMILES = CS.CS
HOMO energy = -9.1 eV
E_LUMO = 0.6806 eV
Total energy = -877.3337 hartree

=====

No. 12
The following is a DFT calculation (the ωB97M-V functional and the def2-TZVPD basis) of a molecular structure, C18H29KN3O4Ta in a non-equilibrium geometry.

```
56
C18H29KN3O4Ta | the Open Molecules 2025 dataset | the ωB97M-V functional and the def2-TZVPD basis
C -0.44 -3.62 -1.10
H 2.92 -1.71 -1.34
H -0.88 -4.39 -1.75
H -2.41 2.48 -0.86
H 0.33 -4.09 -0.48
C -0.95 -1.86 -2.77
C 0.22 1.91 -3.10
H -1.39 -2.61 -3.45
C 0.05 -1.58 4.76
H 0.93 4.16 -1.77
N 0.80 -1.54 -1.08
H -0.25 2.44 -3.94
C 0.24 -0.32 4.15
C 0.05 -1.65 6.14
H -2.13 1.07 -1.91
H 0.25 -0.57 8.00
H -0.11 -2.63 6.60
H 2.18 -2.98 -0.33
C -0.41 2.40 -1.79
H 1.30 2.13 -3.12
O -3.73 -1.77 0.27
C 0.45 0.85 4.93
C 0.16 -2.53 -1.97
Ta 0.25 -0.16 0.19
H -0.67 4.43 -2.47
H -1.75 -1.48 -2.12
H 1.71 -2.37 -3.48
C 0.25 -0.50 6.92
H 1.89 -3.79 -2.41
H -2.37 2.67 -2.63
H 2.13 0.98 0.13
C 2.15 -1.91 -0.58
N -1.71 -0.47 0.35
O 0.19 0.90 2.09
H 0.70 1.82 3.40
H -1.22 -3.23 -0.45
H 1.85 2.76 0.24
H 2.42 -1.34 0.33
C 0.44 0.75 6.31
H -0.52 4.40 -0.74
H 0.65 -3.78 -3.65
H -0.54 -1.04 -3.38
O 0.41 -1.25 1.97
C 1.17 -3.14 -2.92
C 1.66 1.87 -0.39
C 0.28 -0.24 2.74
H 0.58 1.66 6.90
H 0.08 0.84 -3.23
K -0.55 3.20 1.45
H 2.20 1.99 -1.35
O 0.62 2.08 4.35
C -2.72 -1.15 0.29
N 0.20 1.65 -0.63
H -0.09 -2.44 4.11
C -1.91 2.13 -1.78
C -0.14 3.92 -1.66
```

Output
Frontier orbital gap = 6.851 eV
Charge = +2
HOMO energy = -14.6 eV
E_LUMO = -7.7390 eV
Total energy = -1825.0710 hartree